# 1
# C15H22AsBiF6N6O5S

C15H22AsBiF6N6O5S as an isolated structure (wB97M-V/def2-TZVPD, the Open Molecules 2025 dataset).

Geometry as XYZ:
```
57
Properties=species:S:1:pos:R:3:forces:R:3
Bi 0.359101 -0.527585 -0.748745 -0.208 -0.180 -0.104
O -1.484785 -1.981323 -1.958719 0.240 0.150 -0.280
C -2.216968 -1.651845 -3.154782 -0.388 0.257 0.063
C -2.494659 -0.149365 -3.204870 0.027 -0.309 0.060
N -1.307252 0.642864 -3.498763 0.284 -0.354 0.435
C -0.715198 0.434901 -4.709011 -0.040 0.291 -0.318
C 1.105919 -1.281694 -4.400905 1.760 -2.069 0.219
O 1.220048 -1.829906 -5.435975 -0.957 1.440 0.707
O 1.375593 -1.138732 -3.245892 -0.974 0.887 -1.186
C -1.165590 1.955082 -2.896469 -0.205 0.200 0.080
C -1.364689 2.080525 -1.384632 -0.203 0.049 0.138
O -1.662517 3.167718 -0.942391 0.229 0.135 0.035
O -1.195959 1.034210 -0.612069 0.114 -0.231 -0.203
H -1.028805 -2.829704 -2.070652 -0.018 0.023 0.009
H -3.179274 -2.166780 -3.108001 0.039 -0.009 -0.098
H -1.686027 -1.982929 -4.048956 0.081 -0.014 0.084
H -2.894597 0.160069 -2.240511 -0.069 0.036 -0.040
H -3.258015 0.025455 -3.972191 -0.029 -0.017 0.060
H -0.089310 1.238771 -5.077031 0.177 -0.118 0.085
H -1.313885 -0.060246 -5.464819 0.156 -0.337 0.012
H -1.862525 2.668013 -3.351516 0.094 0.016 0.044
H -0.153269 2.319576 -3.096532 -0.048 -0.008 -0.071
C 1.533189 4.864180 2.603201 -0.042 0.027 -0.024
C 1.751300 3.409413 2.740832 0.035 -0.134 -0.161
N 2.215847 2.791975 3.773718 0.123 0.355 0.399
N 2.271847 1.485757 3.423847 -0.201 -0.085 -0.481
C 1.851065 1.265701 2.177438 -0.112 -0.047 0.040
S 1.867593 -0.252402 1.416759 0.525 -0.042 0.282
N 1.512604 2.494772 1.720970 0.040 -0.047 0.333
N 1.076921 2.732697 0.434186 -0.067 0.054 -0.525
H 1.805600 5.350586 3.535469 -0.014 -0.009 0.004
H 0.489989 5.082238 2.372500 0.000 0.020 0.003
H 2.154092 5.267457 1.801907 -0.011 0.027 0.006
H 2.632561 0.796976 4.065254 -0.072 -0.027 0.006
H 1.710274 3.367632 -0.040878 0.063 -0.032 0.104
H 0.135440 3.120538 0.412819 -0.098 -0.098 0.112
N -1.301297 -1.337746 0.693574 0.021 -0.005 0.295
C -1.067491 -1.256919 2.115696 -0.093 0.018 0.247
C -1.358863 -0.073565 2.778155 -0.052 0.006 -0.115
C -1.105796 0.023942 4.136559 0.012 0.003 0.001
C -0.567100 -1.056387 4.822131 0.084 -0.013 0.049
C -0.279716 -2.234160 4.147958 -0.024 0.049 -0.021
C -0.523786 -2.338321 2.787079 -0.042 -0.068 -0.051
H -1.434150 -2.305903 0.414196 -0.047 0.055 -0.075
H -2.119307 -0.790239 0.435828 0.005 -0.052 -0.066
H -1.788394 0.756412 2.228763 -0.011 0.041 0.002
H -1.343884 0.938717 4.662308 -0.011 0.017 0.013
H -0.375117 -0.983995 5.883635 -0.027 0.007 0.031
H 0.128625 -3.082165 4.678720 0.035 -0.011 0.019
H -0.283763 -3.253921 2.260949 0.016 0.008 -0.058
F 0.519221 -2.932481 -0.379471 0.498 0.277 -0.098
As 2.336042 -3.639965 -0.566281 -1.430 0.109 0.390
F 1.616658 -5.150283 -0.204936 0.265 0.145 -0.109
F 1.863120 -3.769265 -2.217444 0.338 -0.117 0.133
F 3.911247 -4.195729 -0.747372 0.088 0.026 -0.036
F 2.431818 -3.269761 1.121319 0.198 -0.160 -0.324
F 2.746263 -1.952880 -0.865982 -0.054 -0.132 -0.058
```
Positions in Å, forces in eV/Å.

Multiplicity ... 2
Gap between HOMO and LUMO (spin up / spin down) ... 7.15 / 8.44 eV
Total charge ... +1
Max |F| ... 2.725 eV Å⁻¹
Relative energy (zero: lowest compared OMol25 entry of this formula, charge and spin) ... 37.87 kcal per mole


# 2
# C38H38N9O2RhS

C38H38N9O2RhS as an isolated structure (wB97M-V/def2-TZVPD, the Open Molecules 2025 dataset).

Geometry as XYZ:
```
89
Properties=species:S:1:pos:R:3:forces:R:3
Rh 13.064624 10.696443 11.718759 0.173 0.444 0.313
C 13.344590 12.899788 16.288996 0.418 1.007 -0.778
N 14.531677 12.567629 15.442056 0.527 0.055 1.346
C 15.734631 12.446359 16.269360 -0.225 -2.083 -0.169
C 14.431934 11.778391 14.325677 0.604 1.727 0.946
N 13.350624 11.364931 13.884963 -2.589 -1.161 -1.258
N 15.602057 11.689857 13.588861 0.980 0.828 0.157
C 15.688796 11.261192 12.285858 -1.678 -3.540 -0.253
N 16.389935 12.069352 11.526011 1.521 0.471 -1.513
N 15.187370 10.080434 11.888670 0.171 2.067 2.918
H 13.669223 13.713443 16.976760 -0.048 -0.714 -0.344
H 12.911535 12.080949 16.905149 0.255 0.247 -0.674
H 12.610134 13.417430 15.637029 0.031 -0.732 0.392
H 16.656247 12.200167 15.718402 -0.609 -0.128 -0.002
H 15.534052 11.612113 17.013218 0.612 1.105 -0.426
H 15.919316 13.382989 16.706788 0.142 1.085 1.074
H 12.556478 11.545648 14.493410 0.082 -0.263 -0.065
H 16.189991 12.523540 13.684075 -0.489 -0.468 0.332
H 16.219374 13.031556 11.678162 -0.158 1.209 0.192
H 16.481724 11.847538 10.545054 -0.114 -0.191 0.109
H 15.393541 9.936901 10.952390 0.639 -0.364 -2.327
N 15.166487 7.982694 6.746705 0.116 -1.472 -0.290
C 14.830958 9.078008 7.473456 -1.069 -0.596 -0.386
C 15.616397 10.170211 7.641894 2.779 1.665 -0.371
C 15.156696 11.348944 8.171247 -2.074 0.973 2.056
C 13.802196 11.401116 8.640792 1.974 0.827 -0.311
C 13.008255 10.301579 8.427010 -0.757 0.242 1.006
C 13.534711 9.160835 7.928936 -0.202 -0.658 -0.489
S 13.100992 12.894355 9.338321 -0.029 -1.572 -1.530
O 11.707724 12.711384 8.982419 0.136 0.985 0.102
O 13.903515 13.988691 8.808028 -0.788 -0.257 0.678
N 13.325988 12.701416 10.937062 0.193 1.426 -0.008
C 13.142135 13.928157 11.608972 1.475 -0.507 0.804
N 14.134773 14.290498 12.504995 -0.916 -1.447 -1.648
C 13.858825 15.311968 13.270649 0.694 0.890 2.403
C 12.680537 16.009632 13.246644 -1.235 0.491 -1.588
C 11.869919 15.693115 12.131621 -0.595 1.306 1.490
N 12.058612 14.663974 11.352637 0.665 -0.720 -0.285
H 16.109675 7.841369 6.406739 -0.443 -0.099 0.249
H 14.510178 7.187379 6.794714 1.075 0.766 -0.197
H 16.654835 10.177230 7.297259 -0.245 -0.246 -0.039
H 15.741809 12.264157 8.385701 -0.042 -0.770 -0.647
H 11.966372 10.298087 8.692805 -0.175 0.240 0.068
H 12.908180 8.322877 7.744255 -0.632 -0.614 0.017
H 14.591013 15.606827 14.069361 -0.336 -0.476 -0.936
H 12.412752 16.845640 13.898281 0.331 -0.420 -0.201
H 10.981915 16.297226 11.912280 0.248 -0.146 0.086
C 10.814468 6.939463 15.191185 0.335 0.690 -0.181
C 12.129193 7.424240 14.903526 -1.183 0.344 -0.181
C 12.342571 8.223070 13.781733 -0.461 0.936 0.620
C 11.246382 8.632576 12.927165 0.349 -1.514 1.129
C 11.396959 9.534492 11.811316 2.030 -0.851 1.925
C 10.379456 9.791664 11.013394 -3.005 -1.298 -0.346
C 9.073401 9.192696 11.295877 -0.142 1.292 0.705
C 8.878342 8.449352 12.453676 -0.646 0.280 -1.212
C 9.981313 8.052532 13.264972 0.145 1.179 -1.864
C 9.767503 7.226765 14.364750 0.065 -0.018 0.089
H 10.593009 6.534100 16.155336 0.190 -0.730 0.356
H 12.838453 7.245382 15.709567 0.392 0.153 -0.598
H 13.272962 8.799101 13.685655 -0.107 -0.732 -0.166
H 10.498512 10.420919 10.166555 -0.207 0.629 -0.629
H 8.229955 9.620414 10.704284 0.532 -0.831 0.508
H 7.866852 8.138281 12.795365 0.699 0.201 -0.558
H 8.732313 6.913829 14.510119 0.354 -0.102 0.382
C 6.532718 12.883695 9.818794 2.682 0.942 0.098
C 6.283429 12.262908 11.050767 1.252 1.026 0.387
C 7.241778 12.305721 12.118245 0.655 0.567 -3.274
C 8.506452 12.894833 11.824356 -1.288 -0.760 1.328
C 8.763663 13.529342 10.618436 0.331 0.275 -0.497
C 7.818406 13.563001 9.604477 -2.240 -1.874 1.998
C 9.591539 12.785574 12.833924 -1.897 -0.758 0.813
C 9.477973 12.373378 14.068533 -0.091 0.229 -0.688
C 9.584592 11.955524 15.365151 -0.078 -0.405 -0.627
C 9.901102 10.581247 15.640175 -0.573 1.269 3.717
C 9.982067 10.218070 16.992061 0.148 0.761 0.096
C 9.856199 11.204306 18.035022 0.784 -1.893 0.002
C 9.565845 12.500029 17.748475 -0.512 0.789 -2.341
C 9.340161 12.870194 16.408793 0.326 -0.306 1.021
H 5.852949 12.810113 8.975279 -0.136 0.070 0.311
H 5.323635 11.814799 11.167773 -0.453 -0.509 0.312
H 7.159482 11.714543 12.996804 -0.410 -0.183 0.724
H 9.764907 13.958545 10.462091 -0.489 -0.201 -0.016
H 8.061547 14.052602 8.708992 0.060 0.443 -1.192
H 10.547067 12.936102 12.469376 2.078 0.622 -0.805
H 9.916878 9.855214 14.908701 0.319 -1.179 -1.593
H 10.184287 9.185747 17.311041 -0.116 0.454 -0.426
H 10.040483 10.917235 19.073928 -0.140 -0.073 -0.367
H 9.493885 13.274636 18.462923 -0.189 0.434 0.984
H 8.942214 13.837853 16.145343 0.244 0.220 0.055
```
Positions in Å, forces in eV/Å.

Multiplicity ... 5
Gap between HOMO and LUMO (spin up / spin down) ... 7.03 / 7.34 eV
Max |F| ... 3.970 eV Å⁻¹


# 3
# C2H9N2O

A 3-piece molecular cluster, C2H9N2O overall (wB97M-V/def2-TZVPD, the Open Molecules 2025 dataset).

Geometry as XYZ:
```
14
Properties=species:S:1:pos:R:3:forces:R:3
C 2.589605 0.821005 -0.070185 -0.477 -0.013 -0.110
C 1.356320 0.510823 0.046003 0.582 -1.134 0.111
N 0.239078 0.009665 0.068274 -0.489 -1.523 -1.368
N -1.172387 -1.527921 -1.561859 2.147 -1.236 0.306
O -1.526735 1.389247 1.928090 1.208 0.035 1.059
H -0.667820 -1.494547 -2.490527 -0.645 -0.445 1.526
H 2.802980 1.653674 -0.645142 0.436 1.835 -0.995
H 3.429403 0.286360 0.274981 0.490 -0.818 0.704
H -0.388610 -0.769555 -0.603324 0.545 0.679 -1.277
H -0.397738 0.144839 0.788236 -1.400 1.432 2.390
H -1.054914 -2.469112 -1.064272 -0.676 1.489 -1.614
H -0.836748 1.649569 2.596209 -1.005 -0.177 -0.924
H -2.124335 -1.273540 -1.748870 -0.573 -0.167 0.262
H -2.248100 1.069492 2.482386 -0.140 0.043 -0.070
```
Positions in Å, forces in eV/Å.

Gap between HOMO and LUMO ... 11.21 eV
Total charge ... +1
Max |F| ... 3.118 eV Å⁻¹
Relative energy (zero: lowest compared OMol25 entry of this formula, charge and spin) ... 63.78 kcal per mole


Energy list, top to bottom, in Eh: -4737.20164; -2622.68044; -266.05004